Computed, not measured: one molecule with the formula C6H11N, with wB97M-V/def2-TZVPD.

CARTESIAN COORDINATES (ANGSTROEM)
1 C -2.6953 -0.8434 0.8172
2 C -1.5203 -1.1995 -0.0586
3 C -0.9127 -0.3041 -0.8025
4 N -0.3930 0.5518 -1.5082
5 C 0.6766 1.4096 -0.9821
6 C 1.3682 0.9092 0.2844
7 C 2.1842 -0.3630 0.0596
8 H -3.5995 -1.3845 0.5171
9 H -2.4925 -1.0875 1.8663
10 H -2.9093 0.2281 0.7579
11 H -1.1466 -2.2202 -0.0715
12 H 0.2162 2.3894 -0.8068
13 H 1.4044 1.5469 -1.7896
14 H 0.6119 0.7350 1.0604
15 H 2.0207 1.7091 0.6551
16 H 2.5823 -0.7500 1.0030
17 H 3.0296 -0.1729 -0.6113
18 H 1.5752 -1.1539 -0.3904

Values from the calculation:
**Relative energy (zero: lowest compared OMol25 entry of this formula, charge and spin)**: 31.6 kcal/mol
**SMILES string**: CC=C=NCCC
**Kohn-Sham gap**: 9.4 eV

=====

Computed, not measured: a 4-piece molecular cluster, C26H53BClI2O8PS overall, with wB97M-V/def2-TZVPD.

CARTESIAN COORDINATES (ANGSTROEM)
1 C 5.1566 -1.2589 1.2372
2 C 3.9090 -1.7283 0.3251
3 I 2.7423 -3.3739 1.2381
4 C 2.9928 -0.5427 -0.2418
5 I 4.2560 0.4718 -1.7622
6 C 2.3774 0.4548 0.8478
7 B 2.9895 1.9636 0.5420
8 O 2.2967 2.9574 -0.2437
9 O 4.2624 2.3770 1.1143
10 O 2.6385 0.2784 2.2582
11 C 1.5840 -0.4666 2.9313
12 O 1.5383 -0.8840 4.0926
13 O 0.5747 -0.5363 1.8832
14 C 0.7521 0.6051 0.9634
15 C 0.1950 1.8167 1.8916
16 C -1.1134 1.4567 2.7329
17 O -1.2133 1.9944 3.8743
18 Cl -2.4670 0.3472 2.2439
19 P -0.1820 0.5412 -0.6956
20 O -0.6316 -1.1138 -0.9141
21 O 0.8475 0.9065 -2.0470
22 S -1.6884 1.7462 -0.8304
23 H 6.0979 -1.8297 0.9425
24 H 5.2404 -0.1242 1.1395
25 H 4.8605 -1.4855 2.3325
26 H 4.3840 -2.2276 -0.6065
27 H 2.1663 -1.0489 -0.8759
28 H 2.4291 2.8348 -1.2090
29 H 4.4546 3.2951 0.8178
30 H 0.9813 2.1781 2.6622
31 H -0.0523 2.7667 1.2752
32 H -0.8192 -1.2929 -1.8641
33 H 0.7686 0.1912 -2.7175
34 C -0.2202 3.4434 -4.1127
35 C -1.1156 2.2374 -4.3575
36 C -1.0853 1.7433 -5.8051
37 C -1.5876 2.7449 -6.8497
38 C -3.0158 3.2499 -6.6375
39 C -4.0635 2.1478 -6.7090
40 H -0.5420 4.3102 -4.6946
41 H -0.2492 3.7241 -3.0561
42 H 0.8182 3.2175 -4.3732
43 H -2.1404 2.4737 -4.0549
44 H -0.7845 1.4232 -3.7079
45 H -1.6725 0.8207 -5.8734
46 H -0.0568 1.4630 -6.0634
47 H -1.5221 2.2729 -7.8374
48 H -0.9118 3.6053 -6.8835
49 H -3.2382 3.9914 -7.4128
50 H -3.0983 3.7745 -5.6802
51 H -4.0265 1.6360 -7.6746
52 H -5.0645 2.5717 -6.5907
53 H -3.9242 1.4058 -5.9189
54 C 4.5587 -6.6135 7.4035
55 C 4.7607 -7.3532 6.0880
56 C 6.1594 -7.1685 5.4973
57 C 6.5294 -5.7286 5.1272
58 C 5.5902 -5.0474 4.1305
59 C 5.5484 -5.7343 2.7728
60 H 4.6519 -5.5323 7.2776
61 H 3.5596 -6.8159 7.7990
62 H 5.2887 -6.9392 8.1499
63 H 3.9971 -7.0393 5.3694
64 H 4.5976 -8.4223 6.2622
65 H 6.2539 -7.8075 4.6125
66 H 6.8999 -7.5405 6.2152
67 H 7.5445 -5.7308 4.7124
68 H 6.5785 -5.1204 6.0360
69 H 5.9293 -4.0151 3.9871
70 H 4.5776 -4.9822 4.5413
71 H 6.5453 -5.7740 2.3244
72 H 4.8943 -5.1820 2.0926
73 H 5.1619 -6.7539 2.8474
74 C -7.5626 4.9919 0.6773
75 C -8.0680 3.7730 -0.0826
76 C -7.2876 2.4958 0.2326
77 C -5.8022 2.5264 -0.1416
78 C -5.5042 2.8141 -1.6140
79 C -6.0587 1.7586 -2.5604
80 H -6.5328 5.2378 0.4077
81 H -8.1824 5.8626 0.4462
82 H -7.6069 4.8240 1.7571
83 H -8.0499 3.9773 -1.1578
84 H -9.1185 3.6101 0.1815
85 H -7.7732 1.6541 -0.2732
86 H -7.3680 2.2864 1.3057
87 H -5.3606 1.5590 0.1264
88 H -5.2873 3.2714 0.4733
89 H -4.4169 2.8594 -1.7434
90 H -5.8871 3.7998 -1.8972
91 H -5.6567 0.7700 -2.3212
92 H -5.7814 1.9945 -3.5917
93 H -7.1494 1.7084 -2.5154

Values from the calculation:
**SMILES string**: C[C@@H](I)[C@H](I)[C@]1(B(O)O)OC(=O)O[C@]1(CC(=O)Cl)P(O)(O)=S.CCCCCC.CCCCCC.CCCCCC
**Kohn-Sham gap**: 8.7 eV

=====

Computed, not measured: Cl3F6N3O12S6Y as an isolated structure, with wB97M-V/def2-TZVPD.

CARTESIAN COORDINATES (ANGSTROEM)
1 Y 0.3249 -0.5249 -1.0295
2 Cl 1.7176 -2.2836 -2.5001
3 Cl -1.7426 -2.3235 -1.1047
4 Cl 2.4109 1.2904 -0.9972
5 N 2.8715 -2.1646 2.8295
6 S 1.5177 -2.6899 1.8848
7 O 1.0182 -1.8769 0.7684
8 O 0.6131 -3.6393 2.5407
9 F 2.3491 -3.7772 1.0462
10 S 2.0560 -1.1223 3.5420
11 O 1.2073 -1.5896 4.6467
12 O 1.5910 0.0393 2.8261
13 F 3.2999 -0.4989 4.3631
14 N -0.5253 0.6349 -2.7250
15 S 0.1564 1.4309 -4.0644
16 O 0.6567 2.7857 -3.8278
17 O -0.4532 1.2367 -5.3903
18 F 1.4782 0.5337 -4.2267
19 S -1.9080 1.2025 -2.9579
20 O -2.7328 0.4535 -3.9132
21 O -2.1131 2.6367 -2.6496
22 F -2.5218 0.6012 -1.5957
23 N -0.6584 0.4295 0.6701
24 S -1.6158 0.1571 1.8655
25 O -3.0269 -0.0538 1.5527
26 O -1.2080 0.4392 3.2229
27 F -1.2828 -1.4447 1.8521
28 S -0.9301 2.0963 1.0112
29 O 0.1206 2.7173 1.7637
30 O -2.2711 2.6689 1.0444
31 F -0.3991 2.6355 -0.4480

Values from the calculation:
**Relative energy (zero: lowest compared OMol25 entry of this formula, charge and spin)**: 0.0 kcal/mol
**Kohn-Sham gap**: 7.6 eV
**Charge**: -3

=====

Computed, not measured: one molecule with the formula C2H3NO2, with wB97M-V/def2-TZVPD.

CARTESIAN COORDINATES (ANGSTROEM)
1 O 1.6154 -1.1010 -0.1601
2 C 1.2908 0.0323 0.1107
3 C -0.1010 0.7235 -0.0089
4 N -1.3026 0.2886 -0.1079
5 O -1.3682 -1.1053 0.1125
6 H 2.1484 0.7667 0.5438
7 H 0.0287 1.8176 -0.3615
8 H -2.3114 -1.4224 -0.1287

Values from the calculation:
**Relative energy (zero: lowest compared OMol25 entry of this formula, charge and spin)**: 76.3 kcal/mol
**SMILES string**: O=C/C=N\O
**Kohn-Sham gap**: 9.7 eV

=====

Computed, not measured: C30H50CrGeN3O5Sb as an isolated structure, with wB97M-V/def2-TZVPD.

CARTESIAN COORDINATES (ANGSTROEM)
1 Cr -0.8385 -0.6917 -0.1302
2 O -1.1629 2.7227 2.0720
3 C -1.1325 1.8745 1.1624
4 N -0.3562 0.7613 1.1858
5 C 0.3619 0.6853 2.3398
6 O 0.0979 1.4322 3.3076
7 C 1.4805 -0.2455 2.4311
8 C 2.1311 -0.3092 3.6842
9 C 3.2189 -1.1264 3.8374
10 C 3.6597 -1.8705 2.7353
11 C 2.9816 -1.7353 1.5438
12 N 1.9178 -0.9559 1.3777
13 C -1.9447 1.9591 -0.0287
14 C -2.7321 3.0859 -0.2935
15 C -3.4661 3.1289 -1.4542
16 C -3.4334 2.0118 -2.2970
17 C -2.6659 0.9218 -1.9424
18 N -1.9003 0.8732 -0.8463
19 H 1.7506 0.3126 4.4816
20 H 3.7306 -1.2012 4.7859
21 H 4.5022 -2.5354 2.8047
22 H 3.3095 -2.2699 0.6579
23 H -2.7489 3.8808 0.4334
24 H -4.0619 3.9935 -1.6972
25 H -4.0099 1.9930 -3.2066
26 H -2.6701 0.0323 -2.5576
27 C 1.5580 -1.6201 -3.9521
28 C 0.2375 -1.0356 -3.4309
29 C -0.0683 0.2446 -4.2196
30 C -0.8723 -2.0788 -3.6120
31 O 0.3666 -0.6986 -2.0503
32 Ge 2.0638 -0.5378 -1.1335
33 O -0.3943 -2.3639 -0.0701
34 C -0.2762 -3.7083 0.2176
35 C 0.0632 -3.8710 1.7087
36 C -1.6087 -4.4124 -0.0830
37 C 0.8355 -4.3263 -0.6513
38 O 1.7852 1.1864 -0.8701
39 C 2.6762 2.2572 -0.5948
40 C 2.2674 2.9196 0.7211
41 C 2.5518 3.2645 -1.7413
42 C 4.1117 1.7394 -0.4955
43 H 1.4507 -1.9366 -4.9869
44 H 1.8548 -2.4804 -3.3514
45 H 2.3418 -0.8611 -3.8897
46 H -0.0712 0.0385 -5.2873
47 H 0.6975 0.9846 -3.9936
48 H -1.0334 0.6574 -3.9389
49 H -1.1646 -2.1389 -4.6571
50 H -1.7441 -1.8168 -3.0128
51 H -0.5255 -3.0584 -3.2920
52 H -0.7581 -3.4915 2.3168
53 H 0.9645 -3.3100 1.9472
54 H 0.2284 -4.9189 1.9395
55 H -2.3903 -3.9999 0.5524
56 H -1.5238 -5.4755 0.1170
57 H -1.8887 -4.2684 -1.1234
58 H 1.8156 -4.0421 -0.2758
59 H 0.7322 -3.9644 -1.6705
60 H 0.7540 -5.4073 -0.6529
61 H 1.2132 3.1868 0.6936
62 H 2.8403 3.8273 0.8839
63 H 2.4408 2.2483 1.5592
64 H 1.5331 3.6397 -1.7948
65 H 2.7971 2.7838 -2.6864
66 H 3.2235 4.1051 -1.5927
67 H 4.1752 0.9770 0.2827
68 H 4.8034 2.5415 -0.2587
69 H 4.4039 1.2940 -1.4464
70 C -4.2121 1.4757 2.9913
71 C -4.4812 0.6373 1.7554
72 Sb -3.1248 -1.0550 1.4137
73 C -3.2264 -1.9343 3.4184
74 C -2.1117 -1.4257 4.3236
75 C -4.7074 -2.2153 0.4356
76 C -4.9623 -1.7236 -0.9795
77 H -4.9873 2.2349 3.0830
78 H -3.2529 1.9852 2.9465
79 H -4.2411 0.8662 3.8912
80 H -4.4648 1.2590 0.8602
81 H -5.4636 0.1711 1.8324
82 H -3.1929 -3.0217 3.3197
83 H -4.2055 -1.6550 3.8109
84 H -1.1318 -1.7351 3.9533
85 H -2.2393 -1.8291 5.3287
86 H -2.1216 -0.3365 4.3876
87 H -5.6011 -2.1203 1.0533
88 H -4.4187 -3.2643 0.4154
89 H -5.2241 -0.6653 -0.9911
90 H -5.7852 -2.2780 -1.4291
91 H -4.0753 -1.8757 -1.5979

Values from the calculation:
**Expectation value of S²**: 0.78
**Relative energy (zero: lowest compared OMol25 entry of this formula, charge and spin)**: 43.1 kcal/mol
**2S+1**: 2
**Kohn-Sham gap (alpha / beta)**: 7.1 / 7.3 eV
**Charge**: +1

=====

Computed, not measured: H8N2Si2 as an isolated structure, with wB97M-V/def2-TZVPD.

CARTESIAN COORDINATES (ANGSTROEM)
1 N 1.7181 1.0085 0.1991
2 N 1.3580 -0.2841 -0.1015
3 Si -2.1022 0.2295 -0.1989
4 Si 0.2407 -1.0832 0.7774
5 H 2.6678 0.9913 0.7128
6 H 1.9725 1.5475 -0.6523
7 H 1.8993 -0.6373 -0.9801
8 H -0.8904 1.0336 0.2252
9 H -3.2768 1.1694 -0.3530
10 H -2.7113 -0.5330 0.8274
11 H -1.8066 -1.0610 -0.8110
12 H 0.9309 -2.3813 0.3549

Values from the calculation:
**Relative energy (zero: lowest compared OMol25 entry of this formula, charge and spin)**: 135.5 kcal/mol
**Kohn-Sham gap**: 8.0 eV

=====

Computed, not measured: a 4-piece molecular cluster, C13H20O11 overall, with wB97M-V/def2-TZVPD.

CARTESIAN COORDINATES (ANGSTROEM)
1 C 1.3684 1.7868 1.2237
2 C 0.8623 1.0729 -0.0067
3 O 0.2015 2.0186 -0.8293
4 C 0.1218 1.7800 -2.1492
5 C -1.0121 2.5229 -2.7785
6 O 0.8756 1.0484 -2.7402
7 H 0.5502 2.2575 1.7739
8 H 2.0704 2.5765 0.9531
9 H 1.8876 1.1305 1.9223
10 H 1.7085 0.4913 -0.3904
11 H 0.1815 0.2431 0.2093
12 H -1.2849 2.0354 -3.7135
13 H -0.7704 3.5620 -2.9909
14 H -1.9037 2.4745 -2.1537
15 O -4.3044 4.8410 2.7417
16 C -3.8813 3.7469 2.5491
17 O -4.6070 2.7323 2.0275
18 C -3.8634 1.5257 2.1117
19 C -2.4375 1.9808 2.3895
20 O -2.6143 3.3562 2.7891
21 H -4.2845 0.8681 2.8717
22 H -3.8851 0.9421 1.1930
23 H -1.7561 1.9388 1.5446
24 H -2.0047 1.4764 3.2506
25 O -2.2875 -0.9587 1.5755
26 C -1.5393 -1.8494 1.3298
27 O -1.2081 -2.8559 2.1545
28 C -0.4949 -3.8592 1.4338
29 C -0.0760 -3.1243 0.1326
30 O -0.8807 -1.9578 0.1544
31 H 0.3842 -4.1762 1.9911
32 H -1.1174 -4.7403 1.2825
33 H -0.3443 -3.7164 -0.7405
34 H 1.0011 -2.9677 0.1527
35 O 3.8388 -3.5583 -0.0821
36 C 3.6996 -2.8093 -0.9878
37 O 4.0802 -3.0464 -2.2588
38 C 3.9264 -1.8547 -3.0313
39 C 3.0077 -0.9881 -2.1687
40 O 3.0782 -1.6093 -0.8826
41 H 4.9142 -1.4231 -3.1964
42 H 3.4880 -2.0352 -4.0113
43 H 1.9706 -0.9284 -2.4950
44 H 3.3408 0.0497 -2.1509

Values from the calculation:
**SMILES string**: CCOC(C)=O.O=C1OCCO1.O=C1OCCO1.O=C1OCCO1
**Kohn-Sham gap**: 11.1 eV

=====

Computed, not measured: one molecule with the formula C3H7NOS2, with wB97M-V/def2-TZVPD.

CARTESIAN COORDINATES (ANGSTROEM)
1 N 0.8429 1.4345 -0.6547
2 C -0.3526 0.6487 -0.4733
3 C -1.3819 1.5548 0.1916
4 O -1.0906 2.5019 0.8684
5 C 0.0072 -0.5847 0.3575
6 S 0.9855 -1.7018 -0.7087
7 S 1.5191 -3.1645 0.6315
8 H 0.7870 2.4268 -0.5349
9 H 1.7335 0.9927 -0.5351
10 H -0.7547 0.3000 -1.4319
11 H -2.4561 1.3137 0.0633
12 H -0.9329 -1.1424 0.4314
13 H 0.4102 -0.3722 1.3377
14 H 0.6834 -4.2074 0.4571

Values from the calculation:
**Relative energy (zero: lowest compared OMol25 entry of this formula, charge and spin)**: 33.6 kcal/mol
**SMILES string**: N[C@H](C=O)CSS
**Kohn-Sham gap**: 9.5 eV

=====

Here are the calculated max |F| numbers, same order: 0.7, 5.7, 12.2, 2.6, 3.6, 5.6, 1.9, 2.4 (eV Å⁻¹).